Molecular formula: C7H23N7O4Rb
Method: DFT, ωB97M-V/def2-TZVPD

Last column: Löwdin charge in e.
Geometry (Å):
1 Rb 0.107 -0.216 1.324  1.014
2 C 1.126 3.780 0.882  -0.742
3 O 0.903 2.583 1.015  -0.088
4 N 1.070 4.348 -0.301  0.186
5 N 1.371 4.575 1.899  0.185
6 H 0.783 3.796 -1.096  0.109
7 H 1.004 5.355 -0.323  0.119
8 H 1.256 4.078 2.771  0.126
9 H 1.429 5.578 1.798  0.123
10 C -2.319 -2.024 3.995  -0.773
11 O -1.798 -1.809 2.920  -0.070
12 N -3.062 -3.043 4.356  0.193
13 N -2.053 -1.235 4.983  0.176
14 H -3.518 -2.925 5.249  0.122
15 H -3.260 -3.708 3.622  0.132
16 H -1.279 -0.601 4.841  0.128
17 H -2.402 -1.468 5.902  0.122
18 C 0.848 -3.912 1.260  -0.793
19 O 0.860 -2.895 0.559  -0.075
20 N 1.615 -4.921 1.085  0.172
21 N 0.046 -4.180 2.218  0.181
22 H 2.010 -5.097 0.172  0.134
23 H 1.654 -5.661 1.770  0.120
24 H -0.730 -3.535 2.264  0.083
25 H 0.177 -4.940 2.870  0.129
26 C -1.741 1.429 -2.361  -0.092
27 C -0.500 0.758 -2.637  -0.456
28 C 0.353 1.214 -3.838  -0.185
29 O 1.442 0.321 -4.031  -0.213
30 C 2.381 0.717 -5.065  -0.057
31 N 0.140 0.743 -1.336  -0.041
32 H -2.333 0.892 -1.620  0.093
33 H -2.399 1.492 -3.228  0.092
34 H -1.768 2.462 -2.015  0.088
35 H -0.761 -0.247 -2.970  0.150
36 H 0.750 2.221 -3.712  0.121
37 H -0.256 1.137 -4.739  0.130
38 H 2.670 1.723 -4.761  0.079
39 H 1.768 0.851 -5.956  0.085
40 H 3.230 0.042 -5.183  0.094
41 H 1.117 0.621 -1.559  0.078
42 H 0.072 1.701 -1.025  0.018

Multiplicity: 1
Total charge: +1
HOMO in eV: -11.81
Frontier orbital gap in Eh: 0.3477


Molecular formula: C5H24BF4O7
Method: DFT, ωB97M-V/def2-TZVPD

Last column: Löwdin charge in e.
Geometry (Å):
1 B -0.433 -0.054 0.472  -1.220
2 F -0.594 -1.473 0.420  0.083
3 F 0.386 0.330 -0.610  0.108
4 F -1.615 0.716 0.382  0.099
5 F 0.181 0.246 1.689  0.132
6 C 2.627 -1.139 -2.141  -0.140
7 O 2.625 -1.411 -0.729  -0.131
8 H 2.299 -1.960 -2.774  0.077
9 H 2.095 -0.191 -2.252  0.072
10 H 3.676 -0.908 -2.342  0.080
11 H 1.708 -1.582 -0.489  0.047
12 C 3.431 1.629 0.963  -0.138
13 O 3.885 1.402 -0.383  -0.140
14 H 3.367 0.689 1.511  0.079
15 H 4.127 2.337 1.402  0.069
16 H 2.427 2.061 0.939  0.069
17 H 3.402 0.636 -0.712  0.014
18 C -0.358 -4.818 -1.000  -0.157
19 O 0.151 -4.230 0.195  -0.124
20 H -0.985 -4.133 -1.570  0.067
21 H 0.479 -5.131 -1.637  0.068
22 H -0.918 -5.704 -0.706  0.072
23 H 0.131 -3.269 0.129  0.031
24 C -1.208 2.612 -2.305  -0.163
25 O -0.493 3.609 -1.584  -0.119
26 H -1.456 2.991 -3.292  0.072
27 H -0.603 1.706 -2.395  0.065
28 H -2.103 2.334 -1.740  0.072
29 H -0.213 3.218 -0.751  0.059
30 C -1.297 2.479 3.466  -0.143
31 O -1.016 3.247 2.283  -0.137
32 H -0.587 1.659 3.563  0.069
33 H -1.220 3.185 4.287  0.070
34 H -2.304 2.072 3.368  0.066
35 H -1.062 2.631 1.544  0.036
36 O -3.514 -0.111 2.359  -0.060
37 H -4.249 -0.190 1.746  0.030
38 H -2.751 0.046 1.784  0.000
39 O -2.898 -2.166 -0.989  -0.061
40 H -3.076 -1.389 -1.526  0.030
41 H -2.043 -1.974 -0.573  -0.002

Multiplicity: 1
Total charge: -1
HOMO in eV: -7.23
Frontier orbital gap in Eh: 0.3734


Molecular formula: C28H78B2MnO14
Method: DFT, ωB97M-V/def2-TZVPD

Last column: Mulliken spin population.
Geometry (Å):
1 Mn 1.882 -0.631 -0.243  4.705
2 B -0.254 -0.708 0.180  -0.102
3 H 0.092 -1.271 -0.738  0.079
4 H 0.469 -0.937 1.011  0.051
5 H -0.189 0.441 0.053  0.042
6 H -1.288 -1.093 0.529  0.007
7 B 2.593 1.410 0.237  -0.079
8 H 3.365 0.581 0.215  0.034
9 H 1.770 1.170 1.022  0.048
10 H 3.109 2.429 0.415  0.001
11 H 2.092 1.411 -0.774  0.054
12 C -2.321 -4.598 -0.184  -0.002
13 O -1.638 -5.500 0.654  0.000
14 C -1.737 -5.173 2.022  0.000
15 C -0.803 -6.056 2.822  0.000
16 O 0.511 -5.721 2.402  0.000
17 C 1.542 -6.393 3.080  0.000
18 H -1.747 -3.665 -0.259  0.004
19 H -3.253 -4.273 0.298  0.000
20 H -2.478 -5.022 -1.170  0.000
21 H -2.780 -5.394 2.288  0.000
22 H -1.561 -4.111 2.220  0.000
23 H -1.016 -7.118 2.659  0.000
24 H -0.910 -5.864 3.895  0.000
25 H 1.548 -6.240 4.164  0.000
26 H 2.479 -5.935 2.751  0.000
27 H 1.578 -7.452 2.813  0.000
28 C -0.313 4.243 5.764  0.000
29 O 0.546 3.481 6.628  0.000
30 C 0.046 2.177 6.855  0.000
31 C 0.168 1.222 5.679  0.000
32 O -0.921 1.442 4.790  0.000
33 C -0.816 0.643 3.629  0.001
34 H -0.116 5.297 5.941  0.000
35 H -1.356 4.074 6.055  0.000
36 H -0.158 3.894 4.744  0.000
37 H -0.992 2.195 7.206  0.000
38 H 0.634 1.814 7.701  0.000
39 H 0.043 0.193 6.033  0.000
40 H 1.125 1.419 5.187  0.000
41 H 0.133 0.731 3.090  0.006
42 H -1.616 0.927 2.949  0.000
43 H -0.903 -0.408 3.931  -0.001
44 C 3.686 -0.963 2.477  -0.002
45 O 2.819 -1.518 1.507  0.006
46 C 2.695 -2.925 1.618  0.015
47 C 1.671 -3.467 0.595  0.043
48 O 2.001 -2.750 -0.581  0.012
49 C 1.446 -3.404 -1.743  -0.002
50 H 3.856 0.089 2.261  0.004
51 H 4.670 -1.439 2.502  0.000
52 H 3.211 -1.022 3.459  0.002
53 H 2.348 -3.205 2.620  -0.003
54 H 3.627 -3.468 1.426  -0.004
55 H 0.663 -3.352 1.002  -0.018
56 H 1.836 -4.540 0.477  0.002
57 H 0.375 -3.463 -1.549  0.001
58 H 1.851 -4.387 -1.974  0.000
59 H 1.589 -2.674 -2.535  0.011
60 C -0.728 5.048 -5.013  0.000
61 O -0.734 4.334 -3.803  0.000
62 C -1.854 4.665 -3.009  0.000
63 C -1.943 3.737 -1.832  0.000
64 O -2.351 2.456 -2.255  0.000
65 C -2.815 1.650 -1.200  -0.003
66 H -1.529 4.704 -5.677  0.000
67 H 0.225 4.899 -5.519  0.000
68 H -0.816 6.124 -4.819  0.000
69 H -2.768 4.558 -3.610  0.000
70 H -1.843 5.720 -2.709  0.000
71 H -2.671 4.122 -1.108  0.000
72 H -0.975 3.726 -1.320  0.001
73 H -3.691 2.114 -0.722  0.000
74 H -2.047 1.495 -0.439  0.000
75 H -3.162 0.692 -1.583  0.000
76 C 5.108 -1.906 -0.871  0.004
77 O 4.022 -1.154 -1.357  0.049
78 C 3.934 -1.107 -2.793  0.013
79 C 3.004 0.044 -3.115  0.004
80 O 1.787 -0.132 -2.407  -0.005
81 C 0.676 0.489 -3.046  -0.001
82 H 6.040 -1.585 -1.348  0.002
83 H 4.955 -2.971 -1.081  -0.001
84 H 5.203 -1.729 0.197  -0.001
85 H 3.557 -2.098 -3.060  -0.003
86 H 4.939 -0.941 -3.189  0.000
87 H 2.893 0.111 -4.201  0.001
88 H 3.495 0.972 -2.807  -0.002
89 H -0.198 0.215 -2.450  0.003
90 H 0.443 0.041 -4.015  0.003
91 H 0.693 1.578 -3.044  0.003
92 C 0.450 -3.203 -5.141  0.000
93 O -0.588 -3.717 -4.361  0.000
94 C -1.508 -2.764 -3.836  -0.001
95 C -2.206 -1.862 -4.823  0.000
96 O -2.841 -2.681 -5.785  0.000
97 C -3.541 -1.901 -6.754  0.000
98 H 0.119 -2.375 -5.783  0.000
99 H 0.791 -3.980 -5.823  0.000
100 H 1.292 -2.748 -4.602  0.000
101 H -1.007 -2.172 -3.056  0.011
102 H -2.225 -3.368 -3.281  -0.001
103 H -1.482 -1.215 -5.329  0.000
104 H -2.972 -1.349 -4.231  0.000
105 H -4.204 -1.167 -6.295  0.000
106 H -4.028 -2.612 -7.415  0.000
107 H -2.772 -1.392 -7.348  0.000
108 C -1.960 7.227 3.208  0.000
109 O -2.654 6.899 2.023  0.000
110 C -3.205 5.619 1.971  0.000
111 C -2.216 4.485 2.381  0.000
112 O -1.004 4.800 1.732  0.000
113 C -0.214 3.648 1.560  0.007
114 H -2.505 6.818 4.064  0.000
115 H -1.907 8.310 3.311  0.000
116 H -0.927 6.879 3.135  0.000
117 H -3.580 5.439 0.964  0.000
118 H -4.116 5.544 2.581  0.000
119 H -2.613 3.537 2.005  0.000
120 H -2.165 4.440 3.472  0.000
121 H -0.694 2.965 0.848  0.000
122 H -0.079 3.035 2.462  -0.004
123 H 0.809 3.849 1.247  0.001

Multiplicity: 6
HOMO (spin up / spin down) in eV: -8.40 / -9.23
Frontier orbital gap (spin up / spin down) in Eh: 0.3202 / 0.3507


Computed values of energy relative to the best compared isomer or geometry (same formula, charge and spin) (unit: kJ/mol) for the preceding records, in sequence: 97.0 15.7 101.1.
Computed values of DFT total energy (unit: a.u.) for the preceding records, in sequence: -988.7611 -1156.1604 -3367.2758.